2 unconnected molecules or ions with the total composition C7H16N2O4. Source: the OMol25 dataset; level of theory: wB97M-V/def2-TZVPD.

spin multiplicity = 1
calculated total energy = -686.61531 hartree
LUMO level = -0.078 eV
Kohn-Sham gap = 0.3062 Eh
relative energy (zero: lowest compared OMol25 entry of this formula, charge and spin) = 100.1 kcal per mole
SMILES string = C[C@H]1NC[C@H](CO)[C@@H](O)[C@H]1O.N=O
E_HOMO = -8.410 eV
molar mass = 192.2 g mol⁻¹

Each line ends with the natural charge from an NBO analysis.
Cartesian coordinates (Å):
1 C -0.7533 -2.1947 -0.0002  -0.638
2 C -0.3017 -0.9736 -0.8687  -0.069
3 N -1.2015 0.1313 -0.4844  -0.667
4 C -0.8017 0.7594 0.8215  -0.229
5 C 0.7758 1.1609 0.9535  -0.266
6 C 1.1793 2.3350 0.1049  -0.065
7 O 0.6054 2.2488 -1.1979  -0.752
8 C 1.6734 -0.0611 0.5897  0.092
9 O 1.7440 -0.9086 1.7030  -0.714
10 C 1.2687 -0.7292 -0.7608  0.051
11 O 1.9554 -1.9411 -0.7180  -0.714
12 H -0.5554 -3.1452 -0.4810  0.203
13 H -1.8154 -2.2194 0.0164  0.227
14 H -0.3544 -2.2150 1.0101  0.222
15 H -0.5542 -1.2441 -1.8507  0.191
16 H -1.2715 0.8727 -1.2466  0.390
17 H -1.4410 1.6051 0.9027  0.202
18 H -1.0968 0.0097 1.6886  0.215
19 H 0.9430 1.4132 2.0116  0.235
20 H 0.9024 3.2087 0.6261  0.174
21 H 2.3141 2.2524 -0.0294  0.160
22 H 0.9046 3.0903 -1.7671  0.483
23 H 2.6169 0.4683 0.4683  0.152
24 H 2.1624 -1.7073 1.4038  0.485
25 H 1.4645 0.0210 -1.5658  0.189
26 H 1.6637 -2.4126 -1.5179  0.477
27 N -3.9367 -0.3370 0.0210  -0.068
28 O -5.0689 0.1961 0.3381  -0.288
29 H -3.0210 0.3161 -0.1709  0.322

Force components x, y, z for each atom (eV/Å):
C 0.7 0.0 -0.6
C 0.0 -0.8 2.6
N 1.2 1.7 -0.5
C 1.1 -1.8 0.4
C -2.1 -1.8 -0.3
C 1.7 -1.1 -0.8
O 0.6 3.0 -2.0
C -0.8 1.8 0.0
O -0.5 0.2 0.0
C -2.0 1.7 1.6
O 0.1 -0.5 -1.8
H 0.7 -0.2 -0.1
H -1.1 0.4 0.3
H 0.1 0.1 0.0
H -0.1 -0.2 -1.7
H 0.7 -1.2 1.5
H -0.3 1.0 0.4
H 0.8 1.5 -1.7
H 0.1 -0.1 -0.3
H -0.3 1.4 0.3
H -1.3 0.6 0.4
H -1.0 -2.8 2.1
H 0.7 -0.6 -0.3
H 0.3 -0.8 -0.2
H 0.7 -0.9 0.3
H 0.5 -0.2 0.5
N -3.7 1.9 1.0
O 5.7 -1.6 -1.5
H -2.4 -0.7 0.6